Formula: C36H56N4O14P
Source: OMol25
Level of theory: ωB97M-V with the def2-TZVPD basis set

Last column: Löwdin charge in e.
Cartesian coordinates (Å):
C  -2.82713  -2.80470  -0.45173  -0.02
C  -3.27869  -2.54714  -1.87012  -0.47
C  -4.00675  -1.26006  -2.01697  -0.11
C  -4.33081  -0.68269  -3.44171  -0.13
C  -3.07881  -0.74754  -4.33261  -0.10
C  -2.15564  -2.02226  -4.14291  -0.42
N  -2.01535  -2.53743  -2.78295  0.15
O  -0.85449  -3.32154  -2.50515  0.14
C  -0.73656  -1.49687  -4.46425  -0.01
C  -2.54001  -3.23182  -5.03864  0.02
C  -4.13760  -3.67455  -2.32989  0.00
H  -3.54236  -2.75935  0.36954  0.11
H  -1.88649  -2.28227  -0.27748  0.08
H  -2.55090  -3.85733  -0.39036  0.09
H  -3.57693  -0.38646  -1.52690  0.12
H  -4.94002  -1.36782  -1.46426  0.14
H  -4.52691  0.38935  -3.42265  0.10
H  -5.07144  -1.29166  -3.96009  0.11
H  -2.59347  0.18275  -4.03749  0.10
H  -3.33129  -0.49449  -5.36233  0.14
H  -0.70026  -0.84671  -5.33836  0.11
H  -0.00843  -2.26903  -4.71267  0.09
H  -0.35512  -0.89382  -3.64028  0.08
H  -3.60809  -3.44914  -5.03006  0.08
H  -1.95534  -4.14013  -4.89295  0.10
H  -2.23108  -2.96824  -6.05017  0.11
H  -4.82703  -3.86354  -1.50705  0.12
H  -3.55642  -4.59440  -2.39477  0.11
H  -4.57711  -3.36901  -3.27940  0.08
C  4.41982  -1.82109  5.76435  -0.07
C  5.12758  -1.51552  4.55302  -0.21
N  4.57941  -2.07453  3.29162  -0.03
C  4.93401  -3.26769  2.71983  0.00
C  4.17490  -3.35530  1.52961  -0.02
N  3.53196  -2.17492  1.25685  -0.05
C  3.82486  -1.39759  2.34486  0.02
C  2.61134  -1.88548  0.12432  0.03
H  4.56388  -2.84903  6.09705  0.09
H  3.36554  -1.54490  5.74678  0.09
H  4.88565  -1.18110  6.51370  0.10
H  6.15163  -1.88006  4.47224  0.13
H  5.39104  -0.47363  4.37092  0.13
H  5.53302  -4.00216  3.23765  0.13
H  4.07311  -4.19575  0.85901  0.13
H  3.28496  -0.48136  2.53309  0.15
H  2.32487  -0.83456  0.16435  0.07
H  1.66783  -2.42820  0.18221  0.10
H  3.22529  -2.08865  -0.75311  0.10
N  0.23358  0.64451  -1.28569  -0.56
O  0.30698  -0.57785  -1.11005  -0.03
O  -0.81646  1.11434  -1.63832  0.00
O  1.29563  1.31718  -1.36313  -0.05
C  -5.53608  3.32887  -2.73015  -0.01
C  -4.18640  2.96294  -2.56394  -0.04
C  -3.34298  3.01153  -3.63235  -0.35
C  -3.87141  3.58119  -4.81179  -0.01
C  -5.12286  4.01449  -4.99081  -0.04
C  -5.96120  3.79379  -3.99087  -0.34
O  -7.31344  3.78068  -4.15263  0.05
O  -2.11168  2.48969  -3.56367  0.03
H  -6.08943  3.21347  -1.80989  0.11
H  -3.85866  2.56075  -1.61671  0.11
H  -3.19951  3.64431  -5.65498  0.12
H  -5.31849  4.51078  -5.92986  0.14
H  -7.62844  3.17170  -3.48067  0.10
H  -1.65254  2.30280  -2.74157  0.06
C  0.90063  5.15532  1.19658  0.02
C  0.93040  3.72476  0.87767  0.01
C  1.52843  2.82422  1.76696  -0.36
C  2.22695  3.33795  2.86506  0.00
C  2.30022  4.71936  3.09556  -0.02
C  1.72154  5.60610  2.24521  -0.33
O  1.72481  6.97884  2.54858  0.02
O  1.56178  1.51340  1.49502  0.02
H  0.34934  5.75963  0.49139  0.10
H  0.48964  3.41328  -0.05780  0.09
H  2.65605  2.58169  3.50563  0.11
H  2.77444  5.27667  3.88987  0.12
H  1.60990  7.48030  1.73807  0.09
H  1.53539  1.34008  0.55116  0.04
C  5.61210  1.41949  1.19403  0.03
C  4.72414  1.65155  0.05911  0.02
C  4.75489  0.67389  -0.91885  -0.33
C  5.63836  -0.38859  -0.98263  -0.02
C  6.46968  -0.57763  0.13020  -0.05
C  6.52168  0.28626  1.20945  -0.34
O  7.37357  0.18402  2.27300  0.04
O  3.79704  0.82393  -1.91770  0.01
H  5.60065  2.11605  2.01930  0.10
H  4.00047  2.45022  -0.01043  0.12
H  5.62409  -1.06190  -1.82693  0.12
H  7.14004  -1.42423  0.14683  0.11
H  7.90121  -0.60003  2.10428  0.10
H  2.99212  1.32950  -1.78316  0.04
C  -1.25053  0.45993  5.89009  -0.11
O  -1.24454  -0.76560  5.25894  -0.20
P  -0.94464  -1.07672  3.75293  0.39
O  0.43830  -1.00677  3.31138  -0.22
O  -1.66558  -2.48360  3.51299  -0.22
C  -2.98259  -2.79653  3.96142  -0.08
O  -1.90760  -0.01665  2.97481  -0.21
C  -1.79230  0.07093  1.59651  -0.14
H  -1.04466  1.29094  5.21544  0.10
H  -0.49325  0.53177  6.67077  0.09
H  -2.22947  0.55014  6.36087  0.10
H  -2.91650  -3.05716  5.01773  0.09
H  -3.25308  -3.69021  3.39904  0.09
H  -3.64612  -1.93458  3.89156  0.09
H  -1.05316  -0.61076  1.17574  0.07
H  -1.42158  1.07354  1.38332  0.09
H  -2.74870  0.04098  1.07448  0.09

The frontier orbital gap is 0.1165 Ha. As for the charge: +1.

Formula: C36H57FN12O6S2
Source: OMol25
Level of theory: ωB97M-V with the def2-TZVPD basis set

Last column: Löwdin charge in e.
Cartesian coordinates (Å):
C  -2.98581  0.86325  -3.48769  -0.14
C  -3.13720  1.74189  -2.10110  -0.22
C  -1.76176  2.56331  -1.68637  -0.21
O  -0.51205  1.90872  -2.06739  -0.20
C  -0.23714  0.67297  -1.30625  -0.11
C  0.22271  0.88559  0.24163  -0.32
C  1.30129  -0.13995  0.87392  -0.12
C  2.25966  -0.99300  -0.11353  -0.26
C  3.60580  -0.24228  -0.66390  -0.50
S  3.55075  -0.12289  -2.57022  0.61
C  -1.17234  0.62762  1.13949  -0.04
C  -0.82692  1.24029  2.77819  -0.14
C  -2.24577  1.54431  3.73136  -0.01
O  -1.29176  2.70560  3.06325  -0.27
O  0.54273  2.32261  0.53435  -0.05
C  1.85911  2.70022  0.02622  -0.27
O  2.30501  2.64486  -1.22784  0.06
S  3.08626  3.42962  1.29752  0.95
O  4.53008  3.17933  0.73092  -0.34
O  2.79498  4.98094  1.35195  -0.33
F  2.80229  2.69749  2.82154  -0.25
H  -3.01177  -0.27424  -3.21378  0.07
H  -2.09234  1.18439  -4.17317  0.07
H  -3.97273  1.07393  -4.12108  0.05
H  -3.94177  2.58955  -2.34627  0.06
H  -3.60661  1.12829  -1.20297  0.10
H  -1.81172  3.57044  -2.32871  0.14
H  -1.77585  2.95152  -0.55752  0.12
H  -1.18324  -0.05610  -1.27669  0.14
H  0.54795  0.08582  -1.98847  0.12
H  0.73604  -0.93729  1.56228  0.13
H  2.01232  0.43851  1.63986  0.13
H  1.72117  -1.48666  -1.05289  0.02
H  2.64752  -1.93020  0.51954  0.11
H  4.53573  -0.96015  -0.44931  0.07
H  3.86440  0.77465  -0.14936  0.06
H  3.19460  -1.36915  -3.12488  -0.14
H  -2.08018  1.25559  0.76411  0.11
H  -1.38505  -0.51712  1.26858  0.13
H  0.18161  0.78156  3.36692  0.17
H  -3.16290  2.06595  3.22484  0.12
H  -1.81654  1.75664  4.80449  0.09
C  -1.55943  1.67487  -7.45187  -0.09
C  -2.83063  1.19506  -6.77051  -0.20
N  -3.88516  0.79709  -6.20529  0.09
H  -0.96222  0.81717  -7.77326  0.07
H  -1.81121  2.28123  -8.32633  0.06
H  -0.96954  2.27926  -6.75735  0.07
C  -2.98824  3.60018  7.38429  -0.09
C  -3.66888  2.28329  7.04821  -0.22
N  -4.23349  1.19085  6.76947  0.09
H  -3.05779  4.28352  6.53352  0.08
H  -3.47226  4.05960  8.25055  0.07
H  -1.93389  3.42636  7.61609  0.05
C  6.43027  -1.58721  2.56022  -0.08
C  5.22371  -2.50286  2.68746  -0.19
N  4.22277  -3.26239  2.79300  0.08
H  7.33280  -2.11265  2.88419  0.01
H  6.55381  -1.27575  1.51931  0.07
H  6.29198  -0.69952  3.18349  0.08
C  1.46571  -5.25869  -2.07367  -0.10
C  1.10026  -3.78762  -2.18677  -0.15
N  0.79705  -2.56730  -2.28059  0.12
H  2.55240  -5.37025  -2.02611  0.08
H  1.02410  -5.68400  -1.16821  0.07
H  1.08950  -5.80421  -2.94343  0.03
C  10.42666  -0.86514  4.06307  -0.07
C  9.74602  -2.18203  3.72699  -0.19
N  9.18141  -3.27447  3.44825  0.10
H  10.35711  -0.18180  3.21230  0.08
H  9.94264  -0.40573  4.92934  0.08
H  11.48101  -1.03896  4.29487  0.08
C  -0.68057  2.28579  10.40352  -0.07
C  -1.04602  3.75687  10.29042  -0.22
N  -1.34923  4.97718  10.19659  0.10
H  0.40612  2.17423  10.45107  0.08
H  -1.12218  1.86048  11.30897  0.08
H  -1.05678  1.74028  9.53376  0.07
C  1.86507  -8.61706  -5.25645  -0.07
C  1.38457  -8.40465  -3.83013  -0.18
N  0.98593  -8.22841  -2.64694  0.10
H  2.86702  -9.05487  -5.25097  0.08
H  1.18437  -9.29205  -5.78255  0.08
H  1.89735  -7.66057  -5.78530  0.08
C  -6.41019  4.29184  -0.50168  -0.08
C  -5.72365  4.38884  -1.85433  -0.21
N  -5.15419  4.46934  -2.97644  0.09
H  -5.83291  3.64412  0.16376  0.07
H  -6.48902  5.28526  -0.05150  0.03
H  -7.41378  3.87480  -0.62205  0.08
C  -6.00556  0.58462  -9.92951  -0.08
C  -4.49511  0.41475  -9.93784  -0.19
N  -3.24210  0.27389  -9.94471  0.10
H  -6.45684  -0.05510  -10.69286  0.07
H  -6.40646  0.30791  -8.95050  0.08
H  -6.26475  1.62603  -10.13902  0.08
C  4.58264  -6.39701  4.89872  -0.09
C  3.90200  -7.71389  4.56264  -0.21
N  3.33739  -8.80634  4.28390  0.07
H  4.51309  -5.71367  4.04795  0.04
H  4.09863  -5.93759  5.76499  0.07
H  5.63699  -6.57083  5.13052  0.07
C  -3.79273  8.53808  -1.83423  -0.07
C  -5.06393  8.05827  -1.15288  -0.19
N  -6.11846  7.66030  -0.58765  0.09
H  -3.19553  7.68038  -2.15563  0.08
H  -4.04451  9.14444  -2.70870  0.08
H  -3.20285  9.14247  -1.13972  0.08
C  -2.32263  -5.70401  -1.54363  -0.07
C  -2.46359  -4.20830  -1.31261  -0.21
N  -2.58048  -2.96753  -1.12092  0.09
H  -3.03824  -6.03314  -2.30203  0.08
H  -1.30992  -5.93462  -1.88568  0.04
H  -2.51599  -6.24480  -0.61316  0.08

The frontier orbital gap is 0.2683 Ha.